Record 1
Entry from the Open Molecules 2025 dataset: a gas-phase ion, C9H16N3 (charge +1) in a non-equilibrium geometry (ωB97M-V/def2-TZVPD).

Structure (XYZ):
```
28
C9H16N3 ωB97M-V/def2-TZVPD
N 0.62 -0.41 2.28
N -1.00 0.38 -3.08
N -2.75 -0.11 0.38
C -0.51 -0.65 3.20
C -0.35 0.09 -2.02
C 0.39 -0.10 1.06
C -0.77 1.42 -4.00
C 0.85 0.60 -1.40
C -1.81 -0.52 -0.24
C -1.08 -1.04 -1.33
C 1.38 -0.05 0.01
C 1.90 -0.50 2.99
H 0.56 1.65 -1.03
H -1.82 -1.35 -2.23
H 1.92 0.20 3.81
H -1.58 2.12 -3.61
H 2.33 0.67 0.21
H 1.76 0.73 -2.10
H -0.47 -1.76 -0.86
H -1.11 -1.44 2.90
H -0.19 -0.75 4.16
H -1.16 1.08 -4.92
H -2.76 0.41 1.24
H -1.12 0.39 3.21
H 2.69 -0.43 2.31
H 2.06 -1.52 3.32
H 1.81 -1.06 -0.21
H 0.21 1.96 -4.07
```

For the frontier orbital gap, the calculation gives 0.310 Eh. The largest force on an atom is 5.8 eV/Å. The net charge is +1. Its energy above the lowest of the compared OMol25 structures with the same formula, charge and spin is 170.7 kcal/mol. Its highest occupied orbital energy is -12.2 eV.

Record 2
Entry from the Open Molecules 2025 dataset: a molecular structure, C2HAgFO2 in a non-equilibrium geometry (ωB97M-V/def2-TZVPD).

Structure (XYZ):
```
7
C2HAgFO2 ωB97M-V/def2-TZVPD
Ag 0.75 -0.44 1.99
F -2.10 -0.50 -0.17
O -1.37 1.50 -0.23
O 2.66 -1.03 -0.03
C 3.28 -1.42 -0.88
C -1.21 0.35 0.29
H -2.01 1.54 -0.97
```

For the frontier orbital gap, the calculation gives 0.367 Eh. The largest force on an atom is 1.1 eV/Å. The net charge is +1. Its energy above the lowest of the compared OMol25 structures with the same formula, charge and spin is 0.0 kcal/mol. Its highest occupied orbital energy is -15.8 eV.

Record 3
Entry from the Open Molecules 2025 dataset: a single C5H10N2S molecule in a non-equilibrium geometry (ωB97M-V/def2-TZVPD).

Structure (XYZ):
```
18
C5H10N2S ωB97M-V/def2-TZVPD
S -1.23 0.05 1.91
N 1.40 -0.09 -0.28
N 2.69 1.82 -0.49
C -2.16 -0.87 0.65
C 1.78 1.06 -0.94
C -0.12 -0.96 -2.01
C -1.01 -0.10 0.07
C 0.17 -0.76 -0.51
H -2.06 -1.93 0.76
H -1.35 0.81 -0.40
H 0.82 -1.26 -2.54
H 0.31 -1.76 -0.05
H 1.74 -0.15 0.69
H -0.55 -0.11 -2.52
H -0.78 -1.82 -2.10
H 2.86 2.60 -1.13
H -3.15 -0.50 0.43
H 1.31 1.15 -1.91
```

The structure (SMILES) is [H]/N=C/N[C@H](C)[C@H]1CS1. For the frontier orbital gap, the calculation gives 0.360 Eh. The largest force on an atom is 2.5 eV/Å. Its energy above the lowest of the compared OMol25 structures with the same formula, charge and spin is 24.4 kcal/mol. Its highest occupied orbital energy is -8.9 eV.

Record 4
Entry from the Open Molecules 2025 dataset: a single C19H27N3O2 molecule (ωB97M-V/def2-TZVPD).

Structure (XYZ):
```
51
C19H27N3O2 ωB97M-V/def2-TZVPD
O 2.75 0.80 1.94
O 0.17 0.74 -1.89
N 0.10 -1.43 -1.26
N 2.23 1.24 -0.21
N 1.72 3.77 0.19
C -0.98 -4.26 -1.73
C 2.31 3.10 1.33
C -2.10 -4.30 -0.70
C 2.03 -0.12 -0.63
C -1.19 -1.74 -1.85
C -1.62 1.05 2.86
C -1.55 2.10 0.70
C 0.26 3.75 0.12
C 0.16 2.57 2.32
C -0.45 1.69 3.21
C 0.66 -0.21 -1.32
C -1.13 -3.04 -2.64
C -2.17 1.25 1.60
C 2.45 1.59 1.07
C 1.46 3.25 2.61
C -0.39 2.77 1.06
C 3.11 -0.55 -1.62
C -2.11 -3.02 0.13
C -2.28 -1.80 -0.77
H -2.05 -3.14 -3.21
H -0.30 -3.00 -3.35
H 3.32 3.50 1.50
H -2.09 0.37 3.56
H -1.97 2.24 -0.28
H -1.19 -2.94 0.70
H -0.99 -5.17 -2.34
H -1.97 -5.17 -0.05
H -1.41 -0.90 -2.52
H -3.06 -4.41 -1.21
H -3.09 0.75 1.33
H 0.00 1.52 4.18
H -3.25 -1.85 -1.26
H 0.54 -2.15 -0.71
H -2.24 -0.89 -0.18
H 3.08 0.08 -2.51
H 1.89 1.96 -0.84
H -2.93 -3.06 0.85
H -0.01 -4.23 -1.22
H 2.07 -0.74 0.27
H 1.97 2.78 3.45
H -0.03 3.51 -0.91
H -0.15 4.74 0.35
H 2.96 -1.59 -1.93
H 1.31 4.31 2.83
H 2.05 4.73 0.13
H 4.09 -0.46 -1.16
```

The structure (SMILES) is C[C@@H](NC(=O)[C@@H]1Cc2ccccc2CN1)C(=O)NC1CCCCC1. For the frontier orbital gap, the calculation gives 0.346 Eh. The largest force on an atom is 0.7 eV/Å. Its energy above the lowest of the compared OMol25 structures with the same formula, charge and spin is 1.0 kcal/mol. Its highest occupied orbital energy is -8.6 eV.

Record 5
Entry from the Open Molecules 2025 dataset: 2 unconnected molecules or ions with the total composition C3H9N2O2 in a non-equilibrium geometry (ωB97M-V/def2-TZVPD).

Structure (XYZ):
```
16
C3H9N2O2 ωB97M-V/def2-TZVPD
O -0.15 -1.17 -0.73
O -0.87 -2.95 0.48
N -0.51 1.55 -0.09
N 1.26 2.51 -1.22
C -0.27 -1.87 0.46
C 0.22 -1.04 1.61
C 0.24 2.57 -0.39
H 1.20 -0.65 1.39
H -0.50 -0.21 1.73
H 1.81 3.33 -1.31
H -0.50 0.58 -0.48
H 0.19 -1.66 2.47
H -0.54 -1.77 -1.41
H 1.45 1.71 -1.80
H -1.31 1.69 0.48
H -0.05 3.52 0.05
```

For the frontier orbital gap, the calculation gives 0.386 Eh. The largest force on an atom is 4.0 eV/Å. The net charge is +1. Its energy above the lowest of the compared OMol25 structures with the same formula, charge and spin is 12.7 kcal/mol. Its highest occupied orbital energy is -14.2 eV.

Record 6
Entry from the Open Molecules 2025 dataset: a single C2H5NO2 molecule in a non-equilibrium geometry (ωB97M-V/def2-TZVPD).

Structure (XYZ):
```
10
C2H5NO2 ωB97M-V/def2-TZVPD
O 0.31 -1.03 -2.16
O -0.58 -1.66 -0.08
N -0.22 0.46 1.04
C 0.04 -0.90 -0.93
C 0.28 0.49 -0.33
H 0.38 0.98 1.90
H 1.49 0.44 -0.37
H -1.17 0.93 1.19
H -0.38 -0.92 0.74
H -0.15 1.21 -1.02
```

The structure (SMILES) is NCC(=O)O. For the frontier orbital gap, the calculation gives 0.365 Eh. The largest force on an atom is 5.0 eV/Å. Its energy above the lowest of the compared OMol25 structures with the same formula, charge and spin is 41.0 kcal/mol. Its highest occupied orbital energy is -9.7 eV.

Record 7
Entry from the Open Molecules 2025 dataset: a molecular structure, C31H37MoN4Se in a non-equilibrium geometry (ωB97M-V/def2-TZVPD).

Structure (XYZ):
```
74
C31H37MoN4Se ωB97M-V/def2-TZVPD
Mo 0.28 -1.02 -0.62
Se 0.45 1.32 -1.09
N 0.44 -1.49 -2.55
N 0.54 -0.76 1.35
N 2.07 -1.78 -0.67
N -1.48 -1.39 0.08
C 4.91 -1.35 -3.07
C 2.07 -1.20 -4.31
C -2.56 -0.73 -2.67
C 4.57 -1.20 -4.41
C -3.13 -0.90 1.75
C -2.43 2.47 -0.48
C -1.69 0.42 4.15
C -1.77 3.39 1.75
C -0.55 -2.16 -3.44
C -3.22 -1.72 -1.71
C -1.42 2.68 0.61
C 1.75 -1.41 -2.97
C 0.88 2.54 1.48
C 2.78 -2.35 0.49
C -1.74 -1.30 -3.83
C -3.68 -0.44 2.93
C -0.09 2.24 0.51
C 3.29 -1.12 -4.96
C 4.09 -1.49 -1.97
C -0.64 0.12 3.29
C -1.81 -0.91 1.32
C -2.31 -2.36 -0.67
C -1.26 4.50 3.95
C -3.04 0.16 4.01
C 2.34 2.23 1.34
C 3.03 -1.23 1.48
C -0.86 3.69 2.75
C 0.45 3.25 2.60
C 1.76 -0.78 2.19
C -0.64 -0.49 2.04
C 2.69 -1.56 -1.88
H 2.55 1.40 0.67
H -0.77 5.48 3.92
H -4.03 -1.19 -1.19
H -3.39 2.88 -0.20
H 3.24 -0.95 -6.03
H 5.97 -1.35 -2.86
H 3.73 -1.56 2.25
H 4.61 -1.56 -1.03
H -4.76 -0.55 3.02
H -2.79 3.77 1.83
H -1.61 -3.07 -1.14
H 1.19 3.50 3.36
H -3.35 -0.11 -3.11
H -2.12 2.97 -1.40
H -2.57 1.41 -0.72
H -2.87 -2.96 0.05
H -0.03 -2.51 -4.34
H 3.71 -2.83 0.17
H 1.21 -1.07 -4.96
H 1.94 0.22 2.59
H -1.95 -0.02 -2.11
H -1.40 0.92 5.07
H 3.49 -0.39 0.96
H 2.86 3.10 0.95
H 5.39 -1.11 -5.11
H -2.38 -1.92 -4.46
H -3.85 -1.29 1.04
H -3.68 0.46 4.84
H -1.40 -0.47 -4.45
H 2.79 2.00 2.31
H -0.87 -3.07 -2.93
H 1.56 -1.45 3.03
H -0.94 4.02 4.88
H 2.16 -3.14 0.92
H -2.33 4.66 3.99
H 0.33 0.43 3.67
H -3.70 -2.53 -2.26
```

For the frontier orbital gap, the calculation gives 0.194 Eh. The largest force on an atom is 1.0 eV/Å. The net charge is +3. Its energy above the lowest of the compared OMol25 structures with the same formula, charge and spin is 0.3 kcal/mol. Its highest occupied orbital energy is -16.5 eV.

Record 8
Entry from the Open Molecules 2025 dataset: a single C3H2Cl3N molecule in a non-equilibrium geometry (ωB97M-V/def2-TZVPD).

Structure (XYZ):
```
9
C3H2Cl3N ωB97M-V/def2-TZVPD
Cl -1.25 0.60 1.61
Cl 0.62 -0.08 -2.28
Cl -1.16 -1.68 -0.68
N 1.91 -1.11 1.42
C 0.12 0.53 0.48
C 1.09 -0.41 0.97
C -0.54 -0.01 -0.86
H 0.62 1.52 0.65
H -1.40 0.64 -1.30
```

The structure (SMILES) is N#C[C@H](Cl)C(Cl)Cl. For the frontier orbital gap, the calculation gives 0.427 Eh. The largest force on an atom is 3.3 eV/Å. Its energy above the lowest of the compared OMol25 structures with the same formula, charge and spin is 5.7 kcal/mol. Its highest occupied orbital energy is -11.3 eV.

The highest energy above the lowest of the compared OMol25 structures with the same formula, charge and spin belongs to which entry?
C9H16N3